(1)
# C5H10IN2O

A 2-piece molecular cluster, C5H10IN2O overall at a distorted geometry (the ωB97M-V functional and the def2-TZVPD basis, the OMol25 dataset).

Geometry as ORCA input:
```
! RIJCOSX wB97M-V def2-TZVPD def2/J DEFGRID3
* xyz 1 1
C -0.91 -0.24 1.76
C -0.38 0.72 0.95
C -2.38 -0.34 1.67
C 1.58 1.33 -2.66
C 1.33 -0.62 -1.18
N -0.12 -0.91 2.71
N 0.94 0.09 -2.24
O -0.05 1.54 0.17
I 0.43 -2.43 -0.58
H -2.76 -0.09 0.69
H -3.04 0.35 2.28
H -2.62 -1.40 2.05
H 2.28 1.02 -3.43
H 0.80 2.01 -3.05
H 2.20 1.84 -1.92
H 2.20 -0.21 -0.70
H -0.79 -1.52 3.35
H 0.84 -0.64 2.98
H 0.45 -0.49 -2.87
*
```

Output
E_LUMO, eV: -5.0759
Highest occupied orbital energy, eV: -10.45

Atom charges from the Mulliken analysis, given in e for atoms 1 to 4: 0.329, 0.487, -1.142, -0.760

=====

(2)
# C5H10INO2S

C5H10INO2S as an isolated structure at a distorted geometry (the ωB97M-V functional and the def2-TZVPD basis, the OMol25 dataset).

Geometry as ORCA input:
```
! RIJCOSX wB97M-V def2-TZVPD def2/J DEFGRID3
* xyz 0 1
C 1.26 0.09 0.12
C 0.72 -0.04 -1.32
C -1.39 0.12 0.31
C -0.23 2.19 -0.22
C -0.09 0.64 -0.29
N 2.98 -1.78 -0.12
O 2.01 -1.49 2.25
O 0.56 -2.54 0.65
S 1.57 -1.53 0.88
I 2.82 1.27 0.76
H 3.07 -2.80 -0.56
H 0.47 -1.12 -1.54
H 1.30 0.48 -2.16
H -2.22 0.59 -0.18
H -1.37 0.30 1.43
H -1.44 -0.91 0.17
H -0.52 2.49 0.73
H 0.56 2.80 -0.64
H -1.06 2.27 -0.93
H 3.77 -1.72 0.51
*
```

Output
E_LUMO, eV: 0.3451
Highest occupied orbital energy, eV: -9.51

Atom charges from the Mulliken analysis, given in e for atoms 1 to 4: -0.337, -0.898, -1.672, -1.795

=====

(3)
# C5H10IP

C5H10IP as an isolated structure at a distorted geometry (the ωB97M-V functional and the def2-TZVPD basis, the OMol25 dataset).

Geometry as ORCA input:
```
! RIJCOSX wB97M-V def2-TZVPD def2/J DEFGRID3
* xyz 0 1
C -1.44 -0.32 -0.82
C -0.34 -1.30 -0.84
C -0.79 0.98 -0.38
C 0.75 -0.87 0.12
C 0.21 0.54 0.64
P 1.56 1.83 1.03
I -0.67 0.39 2.68
H -1.93 -0.22 -1.72
H -2.21 -0.67 -0.17
H -0.54 -2.30 -0.49
H 0.03 -1.39 -1.84
H -0.28 1.21 -1.25
H -1.40 1.71 0.12
H 0.92 -1.49 0.91
H 1.61 -0.61 -0.41
H 2.53 1.27 0.30
H 1.99 1.26 2.14
*
```

Output
E_LUMO, eV: 0.4389
Highest occupied orbital energy, eV: -9.14

Atom charges from the Mulliken analysis, given in e for atoms 1 to 4: -0.778, -0.524, -0.735, -0.877

=====

(4)
# C5H10InNO3PS

C5H10InNO3PS as an isolated structure at a distorted geometry (the ωB97M-V functional and the def2-TZVPD basis, the OMol25 dataset).

Geometry as ORCA input:
```
! RIJCOSX wB97M-V def2-TZVPD def2/J DEFGRID3
* xyz 3 1
C 2.80 -0.16 0.61
C 1.61 0.85 0.47
N 0.41 0.44 1.13
C -0.72 0.08 0.35
P -1.73 1.41 -0.47
S -0.72 2.27 -1.97
C -0.35 -1.20 -0.52
O -1.43 -2.05 -0.42
C -2.41 -1.35 0.32
O -3.55 -1.37 0.17
O -1.67 -0.52 1.20
H 3.60 0.23 1.21
H 2.52 -1.13 0.99
H 3.22 -0.27 -0.39
H 1.41 1.07 -0.57
H 1.95 1.79 0.95
H 0.58 -0.24 1.88
H -2.21 2.30 0.52
H -2.87 0.82 -1.03
H 0.43 -1.71 0.06
H 0.07 -1.00 -1.59
In -0.93 -0.26 -2.88
*
```

Output
E_LUMO, eV: -17.8736
Highest occupied orbital energy, eV: -21.67

Atom charges from the Mulliken analysis, given in e for atoms 1 to 4: -1.128, -0.114, -0.096, 0.225

=====

(5)
# C5H10N

One molecule with the formula C5H10N at a distorted geometry (the ωB97M-V functional and the def2-TZVPD basis, the OMol25 dataset).

Geometry as ORCA input:
```
! RIJCOSX wB97M-V def2-TZVPD def2/J DEFGRID3
* xyz 0 2
C -0.76 0.53 -1.69
C -0.82 0.72 -0.14
C 0.40 0.37 0.64
C 0.99 1.18 1.56
C 0.25 -2.01 0.03
N 0.68 -0.99 0.83
H 0.30 0.43 -1.97
H -1.18 1.36 -2.26
H -1.25 -0.41 -1.93
H -1.67 0.14 0.21
H -0.98 1.78 0.03
H 1.18 2.23 1.40
H 1.47 0.74 2.42
H 0.40 -3.07 0.11
H -0.07 -1.76 -0.96
H 1.05 -1.25 1.73
*
```

Output
E_LUMO (alpha / beta), eV: 1.0087 / 0.7689
Highest occupied orbital energy (alpha / beta), eV: -6.07 / -8.48

Atom charges from the Mulliken analysis, given in e for atoms 1 to 4: -1.112, -0.603, 0.640, -1.038

=====

(6)
# C5H10N

An isolated ion of composition C5H10N and charge +1 at a distorted geometry (the ωB97M-V functional and the def2-TZVPD basis, the OMol25 dataset).

Geometry as ORCA input:
```
! RIJCOSX wB97M-V def2-TZVPD def2/J DEFGRID3
* xyz 1 1
C -0.73 0.65 -0.23
C 0.31 1.10 0.70
C 0.57 -0.12 0.03
C -2.07 -0.07 0.00
C 1.06 -1.54 0.07
N 1.42 1.04 -0.33
H -0.65 1.10 -1.23
H 0.38 1.54 1.72
H -2.01 -0.98 0.69
H -2.51 -0.51 -0.92
H -2.87 0.76 0.21
H 1.92 -1.66 -0.69
H 0.30 -2.18 -0.19
H 1.28 -1.69 1.19
H 1.24 1.61 -1.13
H 2.36 0.94 0.11
*
```

Output
E_LUMO, eV: -3.1729
Highest occupied orbital energy, eV: -15.22
SMILES: C[C@H]1[C@@H]2[NH2+][C@]12C

Atom charges from the Mulliken analysis, given in e for atoms 1 to 4: 0.081, -0.134, 0.445, -1.289

=====

(7)
# C5H10N

A 2-piece molecular cluster, C5H10N overall at a distorted geometry (the ωB97M-V functional and the def2-TZVPD basis, the OMol25 dataset).

Geometry as ORCA input:
```
! RIJCOSX wB97M-V def2-TZVPD def2/J DEFGRID3
* xyz 1 1
C -3.42 0.62 0.95
C -2.30 0.71 1.64
C 2.28 0.11 -0.98
C 2.85 0.05 -2.24
C 0.26 -0.45 0.70
N 1.45 -0.83 -0.33
H -3.51 0.77 -0.12
H -4.34 0.33 1.48
H 2.44 0.97 -0.39
H -1.41 0.81 0.95
H -2.03 0.59 2.72
H 2.88 -0.80 -2.85
H 3.37 0.92 -2.57
H -0.53 -0.86 0.09
H 0.59 -1.08 1.58
H 1.46 -1.84 -0.62
*
```

Output
E_LUMO, eV: -8.5324
Highest occupied orbital energy, eV: -13.67

Atom charges from the Mulliken analysis, given in e for atoms 1 to 4: -0.443, -0.338, 0.151, -0.613

=====

(8)
# C5H10N

An isolated ion of composition C5H10N and charge +1 (the ωB97M-V functional and the def2-TZVPD basis, the OMol25 dataset).

Geometry as ORCA input:
```
! RIJCOSX wB97M-V def2-TZVPD def2/J DEFGRID3
* xyz 1 1
C 1.04 -1.21 0.00
C -0.31 -1.13 -0.09
C 1.92 -0.02 0.10
C -1.06 0.00 -0.38
C -2.37 0.26 0.20
N 1.20 1.22 -0.04
H 1.53 -2.17 0.13
H -0.87 -2.02 0.20
H 2.46 -0.08 1.06
H 2.69 -0.14 -0.68
H -0.74 0.68 -1.16
H -2.62 -0.41 1.02
H -3.14 0.18 -0.58
H -2.43 1.30 0.52
H 1.42 1.90 0.67
H 1.27 1.63 -0.96
*
```

Output
E_LUMO (alpha / beta), eV: -5.9101 / -5.9103
Highest occupied orbital energy (alpha / beta), eV: -14.48 / -14.48

Atom charges from the Mulliken analysis, given in e for atoms 1 to 4: -0.227, -0.347, -0.422, 0.278

=====

(9)
# C5H10N

A 2-piece molecular cluster, C5H10N overall at a distorted geometry (the ωB97M-V functional and the def2-TZVPD basis, the OMol25 dataset).

Geometry as ORCA input:
```
! RIJCOSX wB97M-V def2-TZVPD def2/J DEFGRID3
* xyz 1 1
C -1.59 1.04 0.31
C -0.43 1.15 -0.60
C -0.69 -0.13 0.00
C -0.86 -1.59 0.08
C 1.86 0.14 0.07
N 0.51 0.73 0.41
H -1.33 1.49 1.33
H -2.55 0.99 -0.18
H -0.38 1.96 -1.99
H -1.58 -1.85 -0.80
H -1.40 -2.00 1.01
H 0.17 -2.04 0.20
H 2.20 -0.42 0.96
H 1.59 -0.45 -0.74
H 2.53 0.97 -0.09
H 0.43 1.22 1.37
*
```

Output
E_LUMO, eV: -3.8438
Highest occupied orbital energy, eV: -15.04

Atom charges from the Mulliken analysis, given in e for atoms 1 to 4: -0.493, 0.022, 0.426, -1.063

=====

(10)
# C5H10N

C5H10N as an isolated structure at a distorted geometry (the ωB97M-V functional and the def2-TZVPD basis, the OMol25 dataset).

Geometry as ORCA input:
```
! RIJCOSX wB97M-V def2-TZVPD def2/J DEFGRID3
* xyz 1 1
C -2.33 0.11 -0.78
C 0.11 1.36 -0.38
C -0.50 0.00 -0.25
C 0.73 -0.50 0.29
C 1.19 -1.82 0.80
N 1.28 0.85 0.40
H -2.70 -0.89 -1.18
H -2.75 0.63 0.00
H 0.23 1.58 -1.39
H -0.35 2.26 0.15
H -2.30 0.81 -1.74
H 2.25 -1.87 0.60
H 0.70 -2.62 0.24
H 1.20 -1.95 1.97
H 2.28 1.09 -0.01
H 1.41 1.27 1.42
*
```

Output
E_LUMO, eV: -3.6126
Highest occupied orbital energy, eV: -13.93

Atom charges from the Mulliken analysis, given in e for atoms 1 to 4: -0.787, -0.523, 0.177, -0.017

=====

(11)
# C5H10N

A 2-piece molecular cluster, C5H10N overall at a distorted geometry (the ωB97M-V functional and the def2-TZVPD basis, the OMol25 dataset).

Geometry as ORCA input:
```
! RIJCOSX wB97M-V def2-TZVPD def2/J DEFGRID3
* xyz 1 3
C -0.61 0.14 -0.65
C -1.42 1.34 -0.72
C 3.29 0.43 0.24
C -2.89 -0.88 0.13
C 3.07 -0.75 0.81
N -1.81 -0.04 -0.35
H -1.29 2.15 -0.01
H -1.90 1.71 -1.65
H 2.53 1.06 -0.18
H 4.24 0.97 0.39
H 0.33 -0.28 -0.97
H -3.76 -0.72 -0.57
H -3.25 -0.49 1.26
H -2.58 -1.91 0.27
H 3.87 -1.31 1.21
H 2.16 -1.41 0.81
*
```

Output
E_LUMO (alpha / beta), eV: -3.1516 / -9.6366
Highest occupied orbital energy (alpha / beta), eV: -12.64 / -12.97

Atom charges from the Mulliken analysis, given in e for atoms 1 to 4: -0.161, -0.256, -0.354, -0.605

=====

(12)
# C5H10N2

C5H10N2 as an isolated structure at a distorted geometry (the ωB97M-V functional and the def2-TZVPD basis, the OMol25 dataset).

Geometry as ORCA input:
```
! RIJCOSX wB97M-V def2-TZVPD def2/J DEFGRID3
* xyz 0 1
C 2.27 -0.12 0.23
C 0.24 1.40 0.01
C -0.95 0.52 -0.30
C -1.00 -0.47 0.43
C 0.07 -1.31 -0.26
H 3.09 -0.62 -0.68
H 2.57 -0.91 1.33
H 2.66 0.93 0.59
H 0.64 1.66 0.92
H 0.61 2.28 -0.60
H -1.15 0.32 -1.46
H -2.85 0.27 0.96
H -0.64 -0.43 1.43
H 0.48 -1.84 0.51
H 0.00 -1.82 -1.25
N 0.96 0.07 -0.40
N -2.28 -0.06 0.05
*
```

Output
E_LUMO, eV: 0.9251
Highest occupied orbital energy, eV: -8.34

Atom charges from the Mulliken analysis, given in e for atoms 1 to 4: -0.790, -0.916, 0.283, 0.290

=====

no.,E (hartree)
1,-678.59369
2,-1097.55099
3,-835.50041
4,-1405.19872
5,-251.15684
6,-250.90308
7,-250.71372
8,-250.94687
9,-250.81473
10,-250.86302
11,-250.68417
12,-305.66271